{"formula": "C31H84O11", "method": "ωB97M-V/def2-TZVPD", "homo_lumo_gap_ev": [1.53, 9.70], "lumo_ev": [2.06, 1.99], "s_squared": 0.751, "max_force_ev_per_a": 3.4, "e_homo_ha": [0.019, -0.283], "multiplicity": 2, "charge": -1, "species": ["C", "C", "O", "H", "H", "H", "H", "H", "H", "C", "C", "O", "H", "H", "H", "H", "H", "H", "C", "C", "C", "O", "H", "H", "H", "H", "H", "H", "H", "H", "C", "C", "C", "O", "H", "H", "H", "H", "H", "H", "H", "H", "C", "C", "C", "O", "H", "H", "H", "H", "H", "H", "H", "H", "C", "C", "C", "O", "H", "H", "H", "H", "H", "H", "H", "H", "C", "C", "C", "O", "H", "H", "H", "H", "H", "H", "H", "H", "C", "C", "C", "O", "H", "H", "H", "H", "H", "H", "H", "H", "C", "C", "C", "O", "H", "H", "H", "H", "H", "H", "H", "H", "C", "C", "C", "O", "H", "H", "H", "H", "H", "H", "H", "H", "C", "C", "C", "O", "H", "H", "H", "H", "H", "H", "H", "H"], "positions_angstrom": [[1.76, 0.43, 5.28], [2.63, -0.65, 4.72], [3.81, -0.78, 5.53], [0.94, 0.71, 4.62], [2.22, 1.39, 5.51], [1.26, 0.16, 6.22], [2.99, -0.31, 3.76], [2.15, -1.60, 4.48], [4.35, -0.06, 5.18], [0.07, 4.88, -1.81], [-1.33, 4.30, -1.88], [-1.58, 3.70, -3.08], [0.26, 5.44, -0.89], [0.18, 5.68, -2.54], [0.67, 3.98, -1.96], [-2.13, 4.95, -1.54], [-1.23, 3.60, -1.05], [-2.22, 4.29, -3.49], [-2.27, -1.08, 5.55], [-2.36, 0.43, 5.74], [-2.24, 1.41, 4.55], [-3.44, 0.84, 6.47], [-1.36, -1.36, 5.02], [-3.05, -1.32, 4.83], [-2.21, -1.73, 6.42], [-1.48, 0.76, 6.30], [-1.94, 2.42, 4.82], [-3.17, 1.52, 3.99], [-1.50, 1.08, 3.83], [-4.11, 0.97, 5.80], [-0.51, 5.62, 3.98], [0.59, 5.74, 2.90], [0.52, 4.60, 1.93], [0.44, 6.94, 2.17], [-1.46, 5.81, 3.48], [-0.30, 6.38, 4.73], [-0.45, 4.70, 4.56], [1.56, 5.81, 3.40], [-0.35, 4.79, 1.30], [0.61, 3.60, 2.37], [1.38, 4.77, 1.29], [1.05, 6.94, 1.43], [3.63, 5.07, -4.70], [3.35, 3.73, -4.05], [2.68, 2.65, -4.90], [4.65, 3.22, -3.65], [4.27, 5.80, -4.20], [2.70, 5.62, -4.87], [4.05, 4.92, -5.70], [2.83, 3.86, -3.10], [2.52, 1.77, -4.28], [3.18, 2.52, -5.85], [1.65, 2.98, -5.06], [4.93, 3.58, -2.81], [-0.18, -3.14, 2.24], [0.70, -4.27, 1.58], [-0.04, -5.54, 1.17], [1.21, -3.63, 0.35], [-0.76, -3.51, 3.09], [-0.89, -2.83, 1.47], [0.48, -2.37, 2.62], [1.48, -4.65, 2.24], [0.67, -6.30, 0.85], [-0.87, -5.50, 0.46], [-0.41, -6.00, 2.08], [0.56, -2.99, 0.06], [-3.75, 0.04, -1.35], [-3.33, -0.73, -0.15], [-3.26, 0.03, 1.19], [-4.42, -1.68, 0.01], [-4.75, 0.48, -1.26], [-3.72, -0.62, -2.21], [-3.10, 0.91, -1.47], [-2.41, -1.27, -0.36], [-2.67, -0.53, 1.92], [-4.18, 0.34, 1.68], [-2.63, 0.91, 1.08], [-4.96, -1.59, -0.78], [5.37, -2.38, -0.93], [4.83, -3.56, -0.11], [4.17, -3.04, 1.17], [3.73, -4.04, -0.85], [4.63, -1.61, -1.16], [5.81, -2.95, -1.75], [6.21, -1.87, -0.47], [5.49, -4.39, 0.16], [3.63, -3.86, 1.65], [3.51, -2.17, 1.11], [4.94, -2.87, 1.91], [3.02, -3.86, -0.24], [-2.50, -1.52, -5.17], [-1.04, -1.23, -4.69], [-0.58, 0.26, -4.81], [-0.96, -1.52, -3.31], [-2.73, -2.58, -5.10], [-2.78, -1.20, -6.17], [-3.24, -0.94, -4.61], [-0.33, -1.79, -5.30], [0.43, 0.33, -4.40], [-1.36, 0.98, -4.56], [-0.33, 0.50, -5.85], [-1.25, -2.41, -3.13], [0.91, 0.39, 1.27], [0.47, 0.00, -0.12], [1.42, 0.51, -1.12], [0.26, -1.38, -0.43], [1.81, -0.11, 1.62], [0.14, 0.17, 2.02], [1.16, 1.45, 1.32], [-0.47, 0.49, -0.35], [1.81, 1.50, -0.89], [1.05, 0.67, -2.13], [2.30, -0.10, -1.32], [0.03, -1.27, -1.36], [-4.32, -5.03, -1.99], [-3.21, -4.33, -2.78], [-1.76, -4.32, -2.12], [-3.04, -5.16, -3.84], [-5.32, -4.90, -2.39], [-4.46, -4.39, -1.12], [-3.94, -6.04, -1.84], [-3.37, -3.27, -3.00], [-0.96, -4.10, -2.83], [-1.56, -5.29, -1.68], [-1.69, -3.51, -1.39], [-3.91, -5.28, -4.23]]}

{"formula": "C39H36N7O2Zr", "method": "ωB97M-V/def2-TZVPD", "homo_lumo_gap_ev": 7.01, "lumo_ev": -3.04, "max_force_ev_per_a": 0.6, "e_homo_ha": -0.369, "charge": 1, "relative_energy_kj_mol": 0.0, "species": ["Zr", "O", "C", "N", "C", "C", "C", "C", "C", "C", "N", "C", "O", "C", "C", "C", "C", "C", "N", "C", "C", "C", "C", "C", "N", "H", "H", "H", "H", "H", "H", "H", "H", "H", "H", "H", "H", "C", "C", "C", "C", "C", "C", "C", "C", "C", "C", "H", "H", "H", "H", "H", "H", "H", "H", "H", "H", "H", "H", "H", "H", "H", "C", "C", "N", "C", "C", "C", "C", "C", "C", "C", "C", "N", "C", "N", "H", "H", "H", "H", "H", "H", "H", "H", "H"], "positions_angstrom": [[0.95, -0.72, -0.09], [1.10, 3.29, -1.61], [1.06, 2.26, -0.96], [1.27, 0.99, -1.38], [1.53, 0.70, -2.74], [2.09, 1.59, -3.66], [2.31, 1.18, -4.97], [1.98, -0.10, -5.37], [1.43, -1.00, -4.47], [1.20, -0.61, -3.15], [0.67, -1.43, -2.12], [0.16, -2.66, -2.36], [0.16, -3.31, -3.39], [-0.51, -3.27, -1.15], [-1.23, -4.45, -1.28], [-1.85, -4.98, -0.16], [-1.73, -4.32, 1.05], [-0.99, -3.16, 1.10], [-0.39, -2.64, 0.03], [0.65, 2.34, 0.49], [0.27, 3.57, 1.02], [-0.19, 3.61, 2.33], [-0.25, 2.44, 3.06], [0.15, 1.26, 2.46], [0.59, 1.21, 1.20], [2.33, 2.59, -3.34], [2.75, 1.88, -5.67], [2.15, -0.41, -6.39], [1.18, -2.00, -4.78], [-1.27, -4.91, -2.25], [-2.41, -5.90, -0.24], [-2.20, -4.70, 1.95], [-0.86, -2.63, 2.04], [0.34, 4.44, 0.39], [-0.50, 4.55, 2.77], [-0.61, 2.43, 4.08], [0.11, 0.32, 3.00], [2.37, -1.91, 1.67], [2.56, -2.61, 0.45], [3.22, -1.75, -0.46], [3.45, -0.51, 0.19], [2.94, -0.61, 1.52], [3.19, 0.36, 2.63], [4.20, 0.66, -0.37], [3.72, -2.12, -1.82], [2.30, -4.07, 0.21], [1.88, -2.49, 2.97], [2.42, 0.33, 3.39], [3.27, 1.39, 2.26], [4.14, 0.12, 3.12], [4.03, 0.76, -1.44], [5.28, 0.52, -0.22], [3.91, 1.59, 0.11], [3.82, -1.25, -2.47], [3.05, -2.83, -2.32], [4.70, -2.60, -1.74], [2.07, -4.27, -0.83], [1.49, -4.46, 0.83], [3.20, -4.65, 0.45], [1.30, -1.77, 3.55], [2.72, -2.78, 3.59], [1.27, -3.37, 2.81], [-3.08, 0.97, -1.77], [-1.81, 0.45, -1.56], [-1.42, -0.01, -0.36], [-2.30, 0.03, 0.64], [-3.58, 0.56, 0.53], [-3.97, 1.03, -0.72], [-4.46, 0.61, 1.72], [-4.93, 1.72, 2.29], [-4.63, 3.11, 1.92], [-5.49, 4.13, 2.28], [-5.15, 5.42, 1.90], [-4.05, 5.68, 1.21], [-3.28, 4.64, 0.92], [-3.50, 3.37, 1.24], [-3.35, 1.33, -2.75], [-1.08, 0.42, -2.36], [-1.96, -0.35, 1.60], [-4.96, 1.44, -0.85], [-4.75, -0.34, 2.14], [-5.62, 1.61, 3.12], [-6.40, 3.93, 2.84], [-5.78, 6.26, 2.14], [-2.37, 4.84, 0.37]]}

{"formula": "C3H7N", "method": "ωB97M-V/def2-TZVPD", "smiles": "C[C@H]1CN1", "homo_lumo_gap_ev": 11.14, "lumo_ev": 1.18, "max_force_ev_per_a": 7.7, "e_homo_ha": -0.366, "relative_energy_kj_mol": 260.7, "species": ["C", "C", "C", "N", "H", "H", "H", "H", "H", "H", "H"], "positions_angstrom": [[-0.42, -1.02, 1.11], [-0.18, 0.32, 0.35], [0.89, 0.39, -0.50], [-0.48, 0.55, -1.14], [0.34, -1.61, 0.43], [0.17, -0.91, 2.07], [-1.37, -1.19, 1.32], [-0.02, 1.18, 1.03], [1.69, -0.33, -0.53], [1.43, 1.36, -0.62], [-0.68, -0.49, -1.47]]}

{"formula": "C9H13O5", "method": "ωB97M-V/def2-TZVPD", "homo_lumo_gap_ev": [8.51, 8.24], "lumo_ev": [0.78, -0.89], "s_squared": 3.790, "max_force_ev_per_a": 2.9, "e_homo_ha": [-0.284, -0.336], "multiplicity": 4, "relative_energy_kj_mol": 16.4, "species": ["C", "C", "C", "C", "C", "C", "C", "C", "O", "O", "O", "C", "H", "H", "H", "H", "H", "H", "H", "H", "H", "H", "H", "H", "H", "O", "O"], "positions_angstrom": [[-2.97, 1.18, 6.64], [-1.64, 0.41, 6.67], [-1.75, -1.04, 7.02], [-0.58, -1.74, 7.21], [0.65, -1.14, 7.04], [0.68, 0.31, 6.68], [-0.45, 1.10, 7.39], [-0.47, 1.05, 8.94], [-0.49, 2.43, 6.98], [0.28, 0.50, 5.30], [-1.22, 0.57, 5.30], [2.09, 0.93, 6.64], [-3.41, 1.20, 7.64], [-2.79, 2.20, 6.29], [-3.64, 0.66, 5.96], [-2.75, -1.48, 7.03], [-0.62, -2.81, 7.42], [1.61, -1.66, 7.09], [-0.54, 0.02, 9.31], [0.44, 1.49, 9.36], [-1.34, 1.61, 9.33], [0.24, 2.95, 7.36], [2.52, 0.98, 7.65], [2.71, 0.29, 6.00], [2.04, 1.93, 6.20], [2.35, -2.73, 4.72], [2.33, -3.95, 4.95]]}

{"formula": "C10H16O", "method": "ωB97M-V/def2-TZVPD", "smiles": "CCc1ccc(O)cc1.CC", "homo_lumo_gap_ev": 9.19, "lumo_ev": 0.80, "max_force_ev_per_a": 3.9, "e_homo_ha": -0.309, "relative_energy_kj_mol": 296.2, "species": ["C", "C", "C", "C", "C", "C", "O", "C", "C", "H", "H", "H", "H", "H", "H", "H", "H", "H", "H", "C", "C", "H", "H", "H", "H", "H", "H"], "positions_angstrom": [[-1.46, -0.77, 2.07], [-1.66, 0.51, 1.25], [-1.69, 0.21, -0.23], [-0.83, -0.62, -0.87], [-1.02, -1.02, -2.21], [-1.99, -0.34, -2.99], [-1.81, -0.33, -4.37], [-2.93, 0.51, -2.32], [-2.78, 0.67, -0.98], [-1.69, -0.44, 3.05], [-0.35, -1.10, 1.98], [-2.09, -1.63, 1.69], [-2.61, 1.13, 1.54], [-0.96, 1.34, 1.56], [0.04, -0.94, -0.33], [-0.03, -1.57, -2.70], [-1.40, -1.22, -4.55], [-3.73, 1.04, -2.96], [-3.49, 1.27, -0.28], [3.81, 1.13, 1.47], [4.39, -0.31, 1.44], [4.33, 1.75, 2.33], [3.76, 1.65, 0.45], [2.73, 1.19, 1.92], [4.76, -0.56, 2.38], [3.67, -1.07, 1.15], [5.02, -0.47, 0.50]]}